[1]
Computed, not measured: the ion C28H43F3N3O4 with charge +1, with ωB97M-V/def2-TZVPD.

Geometry (Å):
C -1.91 0.90 6.01
C -0.59 0.35 5.50
O 0.51 1.23 5.73
C 0.54 2.34 4.90
C 1.08 2.02 3.50
O 2.24 2.88 3.26
C 2.76 2.75 2.07
N 3.66 1.88 1.71
N 3.91 2.16 0.40
C 4.90 1.35 -0.31
C 4.56 -0.15 -0.26
O 5.09 -0.80 -1.37
C 4.39 -0.56 -2.57
C 3.50 -1.76 -2.92
O 2.27 -1.33 -3.48
C 1.18 -1.63 -2.68
C 0.77 -0.73 -1.69
C -0.31 -1.04 -0.87
C -1.03 -2.23 -1.01
C -2.19 -2.60 -0.07
C -2.62 -1.41 0.79
C -1.62 -3.67 0.89
C -3.38 -3.25 -0.82
C -4.47 -2.35 -1.44
C -5.48 -1.85 -0.39
C -5.24 -3.28 -2.45
C -3.90 -1.17 -2.24
C -0.60 -3.11 -2.02
C 0.49 -2.82 -2.84
C 3.20 3.19 -0.03
C 3.25 3.77 -1.40
C 2.14 4.80 -1.71
C 1.02 4.29 -2.54
F 1.20 4.27 -3.87
C -0.14 3.90 -2.04
F -0.37 3.90 -0.73
F -1.19 3.52 -2.72
N 2.46 3.58 1.01
H -1.83 1.13 7.07
H -2.69 0.14 5.91
H -2.25 1.78 5.47
H -0.37 -0.57 6.03
H -0.64 0.09 4.44
H 1.23 3.06 5.35
H -0.43 2.84 4.80
H 1.39 0.98 3.44
H 0.34 2.21 2.73
H 4.91 1.71 -1.33
H 5.85 1.54 0.17
H 5.04 -0.57 0.62
H 3.48 -0.32 -0.16
H 5.12 -0.41 -3.36
H 3.77 0.34 -2.53
H 3.33 -2.34 -2.01
H 4.03 -2.40 -3.63
H 1.29 0.21 -1.58
H -0.58 -0.32 -0.12
H -3.48 -1.67 1.40
H -2.87 -0.53 0.20
H -1.79 -1.13 1.44
H -0.64 -3.39 1.27
H -1.52 -4.61 0.35
H -2.32 -3.85 1.71
H -2.99 -3.86 -1.63
H -3.85 -3.94 -0.12
H -5.17 -0.89 0.03
H -6.46 -1.69 -0.83
H -5.57 -2.56 0.43
H -4.92 -3.11 -3.47
H -5.06 -4.33 -2.21
H -6.31 -3.13 -2.40
H -2.91 -1.37 -2.63
H -3.87 -0.25 -1.65
H -4.55 -0.96 -3.09
H -1.11 -4.05 -2.18
H 0.80 -3.51 -3.61
H 4.21 4.26 -1.54
H 3.17 2.94 -2.10
H 1.70 5.23 -0.81
H 2.59 5.63 -2.25
H 1.81 4.35 1.04

As for the multiplicity: 1. As for the SMILES: CCOCCOc1nn(CCOCCOc2ccc(C(C)(C)CC(C)(C)C)cc2)c(CCC(F)=C(F)F)[nH+]1. Its molar mass is 542.66 g/mol. Its charge is +1. The calculation puts the total energy at -1857.22148 Eh.

=====

[2]
Computed, not measured: an isolated molecule of C5H8N2O2 at a distorted geometry, with ωB97M-V/def2-TZVPD.

Geometry (Å):
C -1.07 0.87 1.43
C -1.99 0.93 0.58
C 0.56 0.53 1.02
C 1.18 1.02 -1.19
C 0.37 -1.08 -0.93
N 0.73 0.14 -0.27
N 1.72 2.23 -0.89
O 1.93 2.99 -1.84
O 1.90 2.57 0.28
H -0.80 1.32 2.36
H -2.94 0.74 0.19
H 1.13 1.37 1.27
H 0.95 -0.32 1.76
H 1.37 0.90 -2.23
H -0.08 -0.89 -1.94
H 1.15 -1.79 -1.05
H -0.46 -1.49 -0.26

As for the multiplicity: 1. Its molar mass is 128.13 g/mol. As for the energy above the lowest of the compared OMol25 structures with the same formula, charge and spin: 9.956 eV.

=====

[3]
Computed, not measured: an isolated molecule of C4H3F3 at a distorted geometry, with ωB97M-V/def2-TZVPD.

Geometry (Å):
C -0.10 0.20 -0.10
C 0.97 0.92 -0.21
C 1.28 -0.45 -0.03
C -1.51 0.01 0.06
F 1.50 2.14 -0.24
F 1.63 -0.96 1.18
F 1.80 -1.27 -0.89
H -2.04 0.39 0.85
H -1.64 -1.15 0.28
H -1.90 0.17 -0.90

As for the multiplicity: 1. As for the SMILES: CC1=C(F)C1(F)F. Its molar mass is 108.06 g/mol. As for the energy above the lowest of the compared OMol25 structures with the same formula, charge and spin: 1.615 eV.

=====

What did the first record say?
Computed, not measured: the ion C28H43F3N3O4 with charge +1, with ωB97M-V/def2-TZVPD.

Geometry (Å):
C -1.91 0.90 6.01
C -0.59 0.35 5.50
O 0.51 1.23 5.73
C 0.54 2.34 4.90
C 1.08 2.02 3.50
O 2.24 2.88 3.26
C 2.76 2.75 2.07
N 3.66 1.88 1.71
N 3.91 2.16 0.40
C 4.90 1.35 -0.31
C 4.56 -0.15 -0.26
O 5.09 -0.80 -1.37
C 4.39 -0.56 -2.57
C 3.50 -1.76 -2.92
O 2.27 -1.33 -3.48
C 1.18 -1.63 -2.68
C 0.77 -0.73 -1.69
C -0.31 -1.04 -0.87
C -1.03 -2.23 -1.01
C -2.19 -2.60 -0.07
C -2.62 -1.41 0.79
C -1.62 -3.67 0.89
C -3.38 -3.25 -0.82
C -4.47 -2.35 -1.44
C -5.48 -1.85 -0.39
C -5.24 -3.28 -2.45
C -3.90 -1.17 -2.24
C -0.60 -3.11 -2.02
C 0.49 -2.82 -2.84
C 3.20 3.19 -0.03
C 3.25 3.77 -1.40
C 2.14 4.80 -1.71
C 1.02 4.29 -2.54
F 1.20 4.27 -3.87
C -0.14 3.90 -2.04
F -0.37 3.90 -0.73
F -1.19 3.52 -2.72
N 2.46 3.58 1.01
H -1.83 1.13 7.07
H -2.69 0.14 5.91
H -2.25 1.78 5.47
H -0.37 -0.57 6.03
H -0.64 0.09 4.44
H 1.23 3.06 5.35
H -0.43 2.84 4.80
H 1.39 0.98 3.44
H 0.34 2.21 2.73
H 4.91 1.71 -1.33
H 5.85 1.54 0.17
H 5.04 -0.57 0.62
H 3.48 -0.32 -0.16
H 5.12 -0.41 -3.36
H 3.77 0.34 -2.53
H 3.33 -2.34 -2.01
H 4.03 -2.40 -3.63
H 1.29 0.21 -1.58
H -0.58 -0.32 -0.12
H -3.48 -1.67 1.40
H -2.87 -0.53 0.20
H -1.79 -1.13 1.44
H -0.64 -3.39 1.27
H -1.52 -4.61 0.35
H -2.32 -3.85 1.71
H -2.99 -3.86 -1.63
H -3.85 -3.94 -0.12
H -5.17 -0.89 0.03
H -6.46 -1.69 -0.83
H -5.57 -2.56 0.43
H -4.92 -3.11 -3.47
H -5.06 -4.33 -2.21
H -6.31 -3.13 -2.40
H -2.91 -1.37 -2.63
H -3.87 -0.25 -1.65
H -4.55 -0.96 -3.09
H -1.11 -4.05 -2.18
H 0.80 -3.51 -3.61
H 4.21 4.26 -1.54
H 3.17 2.94 -2.10
H 1.70 5.23 -0.81
H 2.59 5.63 -2.25
H 1.81 4.35 1.04

As for the multiplicity: 1. As for the SMILES: CCOCCOc1nn(CCOCCOc2ccc(C(C)(C)CC(C)(C)C)cc2)c(CCC(F)=C(F)F)[nH+]1. Its molar mass is 542.66 g/mol. Its charge is +1. The calculation puts the total energy at -1857.22148 Eh.